No. 1
C4H5I | ωB97M-V with the def2-TZVPD basis set

For the lowest unoccupied orbital energy, the calculation gives 0.0260 hartree. Its energy above the lowest of the compared OMol25 structures with the same formula, charge and spin is 171.0 kJ/mol. The SMILES is CC1(I)C=C1. Its HOMO-LUMO gap is 9.79 eV. The total energy comes out at -452.9831 hartree.

```
! RIJCOSX wB97M-V def2-TZVPD def2/J DEFGRID3
* xyz 0 1
C -1.64065 -0.26616 0.13122
C -1.29928 1.02553 0.24563
C -0.33821 0.07449 0.82689
C 1.04004 -0.32793 0.20766
I -0.11008 -0.27424 2.95073
H -2.43826 -0.94535 0.22481
H -1.52976 2.09210 -0.16578
H 1.64083 0.06932 0.91256
H 1.15577 0.15193 -0.80812
H 1.04259 -1.37121 0.19227
*
```

No. 2
C2H5BrCl2NO2 | ωB97M-V with the def2-TZVPD basis set

For the lowest unoccupied orbital energy, the calculation gives 0.1145 hartree. Its energy above the lowest of the compared OMol25 structures with the same formula, charge and spin is 0.0 kJ/mol. Its HOMO-LUMO gap is 7.43 eV. The total energy comes out at -3778.8454 hartree.

```
! RIJCOSX wB97M-V def2-TZVPD def2/J DEFGRID3
* xyz -1 1
Br 1.70427 0.73581 -0.62545
C -0.95624 0.81629 2.14957
N -1.58594 2.15623 1.99874
O -2.20865 2.61983 2.94017
O -1.49299 2.70189 0.92734
H -0.21396 0.71931 1.35819
H -1.75725 0.09496 1.98784
H -0.61058 0.71695 3.17070
C 1.40267 -2.02144 -2.66118
Cl 0.13004 -3.19506 -3.06732
Cl 2.75928 -2.04287 -3.82275
H 1.03927 -1.00183 -2.66325
H 1.79008 -2.30007 -1.69261
*
```

No. 3
C3H7N3O2 | ωB97M-V with the def2-TZVPD basis set

For the lowest unoccupied orbital energy, the calculation gives 0.0183 hartree. Its energy above the lowest of the compared OMol25 structures with the same formula, charge and spin is 801.1 kJ/mol. The SMILES is C=CN(N)C(=O)NO. Its HOMO-LUMO gap is 9.81 eV. The total energy comes out at -433.0176 hartree.

```
! RIJCOSX wB97M-V def2-TZVPD def2/J DEFGRID3
* xyz 0 1
C -1.28029 0.71953 -0.20044
C -2.63116 0.34302 -0.41642
C 0.97713 -0.54254 -0.09506
H -0.26380 -1.98881 1.25008
H -0.86930 -2.27835 -0.52325
H -0.71055 1.65063 -0.46621
H -3.24037 1.07535 -0.87327
H -3.16315 -0.40453 0.21525
H 2.43911 0.87658 0.31291
H 0.82582 2.73719 -0.05782
N -0.92458 -1.62489 0.47104
N -0.28424 -0.36018 0.44146
N 1.43958 0.83596 -0.27310
O 1.83525 -1.38478 -0.49450
O 0.78636 1.79175 0.48676
*
```

No. 4
C3H5P | ωB97M-V with the def2-TZVPD basis set

For the lowest unoccupied orbital energy, the calculation gives 0.0092 hartree. Its energy above the lowest of the compared OMol25 structures with the same formula, charge and spin is 167.5 kJ/mol. Its HOMO-LUMO gap is 9.08 eV. The total energy comes out at -458.5177 hartree.

```
! RIJCOSX wB97M-V def2-TZVPD def2/J DEFGRID3
* xyz 0 1
C 1.06663 1.19748 0.11442
C -0.13149 0.30082 0.09072
C 0.54876 -1.07951 0.14291
P 2.13171 -0.09031 -0.00369
H 1.26868 2.17464 -0.17554
H -0.98893 0.40976 0.83961
H -0.70386 0.74349 -1.26953
H 0.60998 -1.71759 1.06288
H 0.11715 -1.73114 -0.59810
*
```

No. 5
C3H6N2O | ωB97M-V with the def2-TZVPD basis set

For the lowest unoccupied orbital energy, the calculation gives -0.1301 hartree. Its energy above the lowest of the compared OMol25 structures with the same formula, charge and spin is 802.9 kJ/mol. Its HOMO-LUMO gap is 5.07 eV. The total energy comes out at -302.3873 hartree.

```
! RIJCOSX wB97M-V def2-TZVPD def2/J DEFGRID3
* xyz 0 1
C 0.72125 -0.84297 -1.00008
C -0.20480 0.13890 -0.62794
N -0.35424 1.36340 -0.98712
C 1.48097 -1.04154 0.27374
N 1.00573 -1.68068 1.23874
H 1.20361 -0.73707 -1.96037
H -0.96569 -0.15666 0.14991
H -1.34357 1.58088 -0.82726
H 2.37532 -0.40386 0.29810
H 1.45138 -1.49779 2.13310
H -3.07532 1.91174 0.73314
O -2.29463 1.36564 0.57605
*
```

No. 6
C32H19BrCl5CoN4O4S2 | ωB97M-V with the def2-TZVPD basis set

For the lowest unoccupied orbital energy (alpha / beta), the calculation gives 0.0596 / 0.0572 hartree. Its energy above the lowest of the compared OMol25 structures with the same formula, charge and spin is 0.0 kJ/mol. Its HOMO-LUMO gap (alpha / beta) is 6.67 / 6.61 eV. The total energy comes out at -8805.1580 hartree.

```
! RIJCOSX wB97M-V def2-TZVPD def2/J DEFGRID3
* xyz -1 4
Co -0.56648 0.08155 1.07592
Br -6.35171 0.96224 -3.34234
C -5.04051 1.03535 -1.96429
C -4.66384 2.28491 -1.43328
C -3.72959 2.36479 -0.44273
C -3.08684 1.19931 0.08905
O -2.20743 1.31962 0.99344
C -3.50351 -0.05940 -0.46483
C -2.99820 -1.30302 0.01978
N -2.10999 -1.41271 0.94681
C -1.70717 -2.67169 1.41111
C -2.38830 -3.85233 1.26489
C -1.87317 -5.06142 1.78124
C -0.69850 -5.08782 2.47220
C 0.00663 -3.88035 2.69460
C 1.20168 -3.81204 3.45102
C 1.79826 -2.60958 3.66741
C 1.21192 -1.45088 3.11267
N 0.12643 -1.48082 2.38927
C -0.49548 -2.67843 2.16953
C -4.47299 -0.10814 -1.49122
H -5.11575 3.18715 -1.82613
H -3.42073 3.32341 -0.04444
H -3.40725 -2.20022 -0.45534
H -3.34408 -3.86626 0.75814
H -2.42979 -5.97733 1.62803
H -0.30193 -6.01480 2.86740
H 1.62312 -4.72511 3.85569
H 2.70809 -2.51893 4.24382
H 1.65653 -0.47601 3.26796
H -4.76284 -1.07076 -1.89643
Cl 5.93864 3.69880 3.16394
C 4.38781 3.00604 2.83383
C 4.23838 2.02518 1.85632
Cl 5.62364 1.49424 0.96740
C 2.99434 1.47198 1.58488
Cl 2.79957 0.25300 0.37958
C 1.82353 1.86979 2.27784
O 0.67060 1.41085 2.02823
C 2.01920 2.86108 3.28362
Cl 0.61848 3.34879 4.16885
C 3.25917 3.41446 3.54845
Cl 3.42028 4.63151 4.76971
O 1.08660 0.36235 -4.42065
C 0.96185 -0.94382 -4.14155
C 1.21774 -1.85627 -5.16922
C 1.08533 -3.21410 -4.95447
C 0.69671 -3.69830 -3.70814
C 0.45333 -2.79737 -2.68652
C 0.57922 -1.42240 -2.87345
C 0.30160 -0.52195 -1.71220
O 0.03430 -1.05688 -0.59812
N 0.38631 0.77194 -1.95005
N 0.04535 1.50970 -0.82420
C 0.37435 2.73061 -0.87545
S 1.27563 3.42624 -2.24030
C 1.77094 4.89067 -1.29894
C 0.59418 5.32642 -0.44914
S -0.05257 3.86925 0.40267
H 0.77790 0.85142 -3.60348
H 1.51254 -1.46338 -6.13390
H 1.28316 -3.90318 -5.76740
H 0.59265 -4.76206 -3.53817
H 0.16584 -3.13645 -1.69922
H 2.06578 5.66162 -2.01120
H 2.62543 4.63993 -0.66921
H -0.18569 5.77800 -1.06281
H 0.90130 6.03194 0.32353
*
```

No. 7
C5H14N2O | ωB97M-V with the def2-TZVPD basis set

For the lowest unoccupied orbital energy, the calculation gives 0.0222 hartree. Its energy above the lowest of the compared OMol25 structures with the same formula, charge and spin is 216.7 kJ/mol. The SMILES is N/C=C/CCCN.O. Its HOMO-LUMO gap is 8.70 eV. The total energy comes out at -383.6182 hartree.

```
! RIJCOSX wB97M-V def2-TZVPD def2/J DEFGRID3
* xyz 0 1
C 1.78424 0.08629 -0.39411
C 0.67513 -0.87129 -0.78170
C -0.50366 -0.31470 -1.59188
N -1.54145 2.97855 0.00543
C -0.81355 2.04567 -0.74781
C -1.28807 0.83933 -1.03295
N 1.54812 0.76350 0.91666
H 1.94967 0.89230 -1.08042
H 2.67972 -0.53125 -0.28888
H 0.31075 -1.38480 0.11736
H 1.02490 -1.67760 -1.43822
H -0.14419 -0.08685 -2.60681
H -1.19097 -1.13156 -1.81511
H -2.17806 2.55213 0.66480
H -1.05872 3.76925 0.38788
H 0.13265 2.48304 -1.03140
H -2.27654 0.63601 -0.64097
H 0.55976 0.99688 0.91037
H 1.65697 0.05315 1.63258
H -0.69855 -4.49303 1.94684
H 0.73200 -4.14919 2.30645
O -0.11738 -4.36658 2.70560
*
```

No. 8
C6H11P | ωB97M-V with the def2-TZVPD basis set

For the lowest unoccupied orbital energy, the calculation gives 0.0199 hartree. Its energy above the lowest of the compared OMol25 structures with the same formula, charge and spin is 313.9 kJ/mol. The SMILES is C/C=P\CC.C#C. Its HOMO-LUMO gap is 9.06 eV. The total energy comes out at -576.3981 hartree.

```
! RIJCOSX wB97M-V def2-TZVPD def2/J DEFGRID3
* xyz 0 1
C -0.56605 0.57478 -2.28644
C 0.54303 3.50617 1.83024
C -0.80096 0.46897 -0.83988
C -0.61874 3.55468 2.18130
C 2.53715 -1.33414 0.72940
C 1.59129 -0.92650 -0.41728
P -0.07329 -0.47701 0.39099
H 0.40357 1.03980 -2.59997
H -1.52852 1.00791 -2.71713
H 1.61586 3.39291 1.46625
H -0.62295 -0.37937 -2.75409
H -1.65440 1.00909 -0.42125
H -1.45971 3.73364 2.84382
H 2.19589 -0.71850 1.66517
H 2.21165 -2.38783 1.04549
H 3.55906 -1.28225 0.65593
H 1.25459 -1.72903 -1.10080
H 1.94340 -0.15790 -1.02638
*
```